1.
Formula: C6H15ClNS
Source: OMol25
Level of theory: ωB97M-V/def2-TZVPD

Element x y z (Å)
C (-0.34, -1.62, 0.91)
C (-0.51, -0.13, 0.49)
C (-1.90, 0.14, -0.31)
S (-3.09, -1.40, -0.40)
Cl (-2.72, 1.59, 0.35)
N (0.75, 0.36, -0.16)
C (1.26, -0.36, -1.32)
C (0.51, 1.71, -0.47)
C (1.90, 0.30, 0.86)
H (-1.36, -2.11, 1.16)
H (0.14, -2.01, 0.06)
H (0.32, -1.70, 1.83)
H (-0.72, 0.53, 1.46)
H (-1.90, 0.32, -1.36)
H (-4.33, -0.85, -0.30)
H (1.73, -1.43, -1.14)
H (0.38, -0.50, -2.01)
H (1.90, 0.26, -1.78)
H (1.25, 2.18, -1.11)
H (-0.48, 1.72, -0.84)
H (0.60, 2.26, 0.50)
H (1.74, 0.92, 1.76)
H (2.09, -0.74, 1.40)
H (2.76, 0.55, 0.39)

## Properties
SMILES string   C[C@H]([C@@H](S)Cl)[N+](C)(C)C
Total charge   +1
Orbital gap   10.1928 eV
ΔE to the lowest compared entry with this formula, charge and spin   0.0 kcal per mole

Atom charges from the Löwdin analysis, given in e for atoms 1 to 5: atom 1 (C): -0.072, atom 2 (C): -0.346, atom 3 (C): -0.886, atom 4 (S): 0.718, atom 5 (Cl): 0.626


2.
Formula: C3H13NO2
Source: OMol25
Level of theory: ωB97M-V/def2-TZVPD

Element x y z (Å)
C (0.44, -1.76, 0.25)
C (1.40, -0.57, 0.30)
C (1.23, 0.30, -0.97)
N (1.16, 0.23, 1.50)
H (0.92, -2.71, 0.44)
H (-0.34, -1.65, 0.99)
H (-0.03, -1.85, -0.74)
H (2.44, -0.87, 0.35)
H (1.88, 1.18, -0.88)
H (1.53, -0.23, -1.87)
H (0.20, 0.66, -0.99)
H (0.42, 0.91, 1.37)
H (1.94, 0.60, 2.00)
O (-2.99, 3.22, 3.28)
H (-3.88, 3.28, 3.66)
H (-2.84, 2.27, 3.18)
O (-1.37, -0.85, -4.24)
H (-1.65, -1.01, -3.34)
H (-0.46, -1.16, -4.29)

## Properties
SMILES string   CC(C)N.O.O
Total charge   0
Orbital gap   9.6969 eV
ΔE to the lowest compared entry with this formula, charge and spin   19.0 kcal per mole

Atom charges from the Löwdin analysis, given in e for atoms 1 to 5: atom 1 (C): -0.075, atom 2 (C): -0.495, atom 3 (C): -0.090, atom 4 (N): 0.011, atom 5 (H): 0.065


3.
Formula: C27H37N5O4
Source: OMol25
Level of theory: ωB97M-V/def2-TZVPD

Element x y z (Å)
C (-2.64, -4.33, -1.02)
C (-1.37, -3.88, -0.38)
C (-0.22, -4.64, -0.53)
C (1.00, -4.20, -0.03)
N (2.17, -4.99, -0.23)
O (3.24, -4.52, 0.11)
O (2.04, -6.09, -0.74)
C (1.10, -2.98, 0.63)
C (-0.03, -2.23, 0.81)
C (-1.27, -2.67, 0.33)
N (-2.35, -1.82, 0.54)
C (-3.63, -2.08, 0.91)
O (-4.09, -3.18, 1.15)
C (-4.47, -0.80, 1.03)
N (-3.77, 0.32, 0.48)
C (-3.97, 1.64, 1.06)
C (-5.14, 2.27, 0.28)
C (-5.12, 1.53, -1.07)
C (-3.93, 0.56, -0.94)
C (-2.62, 1.19, -1.42)
C (-2.29, 2.48, -0.65)
N (-0.87, 2.81, -0.78)
C (0.12, 1.95, -0.36)
O (-0.11, 0.96, 0.31)
N (1.36, 2.32, -0.76)
C (2.60, 1.71, -0.27)
C (2.71, 1.84, 1.25)
C (4.02, 1.22, 1.73)
C (4.06, -0.26, 1.34)
C (3.96, -0.39, -0.18)
C (5.13, 0.34, -0.83)
C (5.09, 1.82, -0.44)
C (5.20, 1.95, 1.07)
C (3.78, 2.44, -0.92)
C (2.65, 0.23, -0.67)
C (-2.66, 2.39, 0.84)
H (-2.46, -5.18, -1.67)
H (-3.38, -4.60, -0.27)
H (-3.07, -3.51, -1.61)
H (-0.25, -5.57, -1.07)
H (2.06, -2.66, 1.00)
H (0.02, -1.27, 1.29)
H (-2.13, -0.82, 0.59)
H (-5.45, -1.00, 0.57)
H (-4.65, -0.64, 2.10)
H (-4.17, 1.58, 2.13)
H (-5.02, 3.34, 0.17)
H (-6.08, 2.09, 0.80)
H (-4.99, 2.21, -1.91)
H (-6.04, 0.98, -1.23)
H (-4.10, -0.38, -1.47)
H (-2.67, 1.40, -2.49)
H (-1.81, 0.48, -1.26)
H (-2.83, 3.32, -1.10)
H (-0.63, 3.48, -1.48)
H (1.47, 3.23, -1.19)
H (1.86, 1.32, 1.71)
H (2.66, 2.89, 1.54)
H (4.09, 1.32, 2.82)
H (3.23, -0.78, 1.81)
H (4.98, -0.71, 1.69)
H (3.98, -1.44, -0.46)
H (6.08, -0.10, -0.50)
H (5.08, 0.24, -1.92)
H (5.93, 2.35, -0.92)
H (6.14, 1.52, 1.42)
H (5.19, 3.01, 1.36)
H (3.75, 3.50, -0.65)
H (3.70, 2.36, -2.01)
H (1.80, -0.28, -0.23)
H (2.57, 0.15, -1.75)
H (-2.71, 3.40, 1.26)
H (-1.87, 1.84, 1.35)

## Properties
SMILES string   Cc1cc([N+](=O)[O-])ccc1NC(=O)CN1[C@@H]2CC[C@H]1C[C@H](NC(=O)N[C@]13C[C@H]4C[C@H](C[C@H](C4)C1)C3)C2
Total charge   0
Orbital gap   8.5295 eV
ΔE to the lowest compared entry with this formula, charge and spin   0.0 kcal per mole

Atom charges from the Löwdin analysis, given in e for atoms 1 to 5: atom 1 (C): -0.034, atom 2 (C): -0.174, atom 3 (C): 0.049, atom 4 (C): -0.153, atom 5 (N): -0.364


4.
Formula: C47H50As2F6NO10P2SbTl
Source: OMol25
Level of theory: ωB97M-V/def2-TZVPD

Element x y z (Å)
Tl (0.75, 1.60, -0.76)
N (-1.40, 0.14, -1.72)
C (-1.74, 0.71, -2.96)
C (-2.81, 1.60, -3.03)
C (-3.10, 2.26, -4.21)
C (-2.32, 2.05, -5.34)
C (-1.27, 1.16, -5.29)
C (-0.97, 0.47, -4.11)
P (0.29, -0.84, -4.13)
C (-0.81, -2.15, -4.82)
C (-1.66, -2.80, -3.93)
C (-2.55, -3.76, -4.39)
C (-2.60, -4.07, -5.74)
C (-1.77, -3.40, -6.63)
C (-0.88, -2.45, -6.18)
C (1.54, -0.47, -5.37)
C (2.13, -1.51, -6.09)
C (3.13, -1.23, -7.00)
C (3.56, 0.08, -7.19)
C (3.00, 1.11, -6.45)
C (2.00, 0.84, -5.53)
H (-2.16, 0.02, -1.06)
H (-0.78, -0.65, -1.74)
H (-3.42, 1.77, -2.15)
H (-3.94, 2.94, -4.25)
H (-2.55, 2.57, -6.26)
H (-0.67, 0.97, -6.17)
H (-1.60, -2.60, -2.87)
H (-3.19, -4.28, -3.69)
H (-3.28, -4.83, -6.10)
H (-1.83, -3.62, -7.69)
H (-0.25, -1.93, -6.88)
H (1.84, -2.53, -5.89)
H (3.59, -2.04, -7.55)
H (4.34, 0.29, -7.90)
H (3.35, 2.12, -6.57)
H (1.58, 1.63, -4.93)
O (0.60, -0.69, 4.95)
C (0.01, -0.71, 3.90)
O (0.67, -0.54, 2.70)
C (-1.45, -0.90, 3.75)
C (-2.24, -0.92, 4.89)
C (-3.58, -1.26, 4.79)
C (-4.12, -1.59, 3.56)
C (-3.34, -1.53, 2.41)
C (-2.01, -1.16, 2.50)
H (-1.78, -0.70, 5.84)
H (-4.20, -1.27, 5.68)
H (-5.15, -1.90, 3.49)
H (-3.77, -1.78, 1.45)
H (-1.39, -1.09, 1.61)
C (2.49, -2.39, 3.32)
P (1.58, -1.63, 1.93)
C (0.69, -3.08, 1.38)
C (2.95, -0.79, 1.12)
C (3.02, 0.60, 1.20)
C (4.05, 1.28, 0.56)
C (4.99, 0.57, -0.18)
C (4.93, -0.81, -0.23)
C (3.93, -1.50, 0.44)
H (3.17, -3.15, 2.92)
H (1.81, -2.86, 4.02)
H (3.07, -1.64, 3.85)
H (1.40, -3.79, 0.95)
H (-0.05, -2.87, 0.62)
H (0.23, -3.52, 2.26)
H (2.27, 1.13, 1.78)
H (4.12, 2.35, 0.65)
H (5.76, 1.10, -0.73)
H (5.66, -1.37, -0.81)
H (3.90, -2.58, 0.38)
F (0.57, -0.70, 0.31)
Sb (1.76, -2.59, -2.14)
F (2.50, -4.05, -1.06)
F (1.33, 0.45, -2.82)
F (3.66, -2.38, -2.69)
F (1.64, -3.50, -3.84)
F (0.07, -3.68, -1.78)
C (-5.14, 1.46, 1.94)
O (-3.81, 2.00, 2.00)
C (-3.50, 2.88, 1.04)
O (-4.23, 3.09, 0.10)
C (-2.16, 3.50, 1.24)
C (-2.01, 4.73, 0.73)
As (-0.40, 5.80, 0.56)
C (-0.91, 7.28, 1.75)
C (0.77, 4.84, 1.79)
C (0.61, 3.65, 2.36)
As (-0.93, 2.42, 2.34)
C (-1.64, 3.04, 4.07)
C (1.76, 3.15, 3.18)
O (2.90, 3.53, 3.07)
O (1.38, 2.21, 4.06)
C (2.41, 1.71, 4.93)
C (1.93, 5.75, 2.14)
O (1.90, 6.42, 3.13)
O (2.88, 5.95, 1.21)
C (3.05, 4.97, 0.18)
C (-3.21, 5.56, 0.31)
O (-3.91, 6.05, 1.16)
O (-3.37, 5.88, -0.97)
C (-2.63, 5.17, -1.97)
H (-5.30, 0.95, 2.88)
H (-5.22, 0.76, 1.11)
H (-5.86, 2.26, 1.79)
H (-1.59, 7.93, 1.22)
H (0.00, 7.82, 2.02)
H (-1.39, 6.90, 2.65)
H (-1.67, 4.13, 4.09)
H (-0.99, 2.68, 4.86)
H (-2.64, 2.64, 4.21)
H (1.96, 0.88, 5.47)
H (2.73, 2.50, 5.60)
H (3.26, 1.38, 4.34)
H (3.91, 5.30, -0.40)
H (2.18, 4.92, -0.48)
H (3.25, 3.99, 0.62)
H (-3.21, 5.27, -2.89)
H (-2.54, 4.12, -1.71)
H (-1.65, 5.61, -2.11)

## Properties
Total charge   0
Orbital gap (alpha / beta)   7.2885 / 6.5746 eV
2S+1   2
Expectation value of S²   0.76
ΔE to the lowest compared entry with this formula, charge and spin   16.7 kcal per mole

Atom charges from the Löwdin analysis, given in e for atoms 1 to 5: atom 1 (Tl): 0.851, atom 2 (N): 0.045, atom 3 (C): -0.325, atom 4 (C): -0.037, atom 5 (C): -0.083


5.
Formula: C4H6BrClN2
Source: OMol25
Level of theory: ωB97M-V/def2-TZVPD

Element x y z (Å)
C (-1.71, -1.22, -1.09)
C (2.42, 1.35, -0.20)
C (-0.71, -1.40, -0.22)
C (-0.72, 0.91, 0.72)
N (1.23, -0.40, 0.49)
N (-0.01, -0.31, 0.35)
Cl (-0.06, -2.94, 0.12)
Br (4.10, 0.50, -0.31)
H (-2.35, -1.92, -1.40)
H (-2.03, -0.25, -1.47)
H (2.43, 2.00, 0.75)
H (-1.31, 0.97, 1.61)
H (0.08, 1.69, 0.79)
H (-1.36, 1.02, -0.14)

## Properties
Total charge   0
Orbital gap   7.4659 eV
ΔE to the lowest compared entry with this formula, charge and spin   127.9 kcal per mole

Atom charges from the Löwdin analysis, given in e for atoms 1 to 5: atom 1 (C): 0.036, atom 2 (C): -0.548, atom 3 (C): -0.744, atom 4 (C): -0.006, atom 5 (N): 0.081


6.
Formula: C10H21NOP
Source: OMol25
Level of theory: ωB97M-V/def2-TZVPD

Element x y z (Å)
C (2.44, -0.67, 2.54)
C (1.60, -0.85, 1.52)
C (-0.59, 0.39, 1.64)
C (0.77, 0.22, 0.99)
C (0.50, 0.07, -0.48)
C (-1.29, 1.05, -0.60)
C (1.27, -2.21, 1.00)
C (-3.66, 1.20, -1.43)
C (3.21, -0.13, -1.28)
C (-2.43, 0.29, -0.98)
N (-1.33, 1.43, 0.88)
O (1.02, 0.31, -2.90)
P (1.71, 0.92, -1.58)
H (3.06, -1.58, 2.79)
H (2.60, 0.35, 2.93)
H (-1.25, -0.55, 1.59)
H (-0.36, 0.69, 2.74)
H (1.34, 1.11, 1.12)
H (0.09, -0.95, -0.79)
H (-0.94, 1.77, -1.30)
H (1.35, -2.31, -0.08)
H (1.79, -2.96, 1.54)
H (0.21, -2.45, 0.95)
H (-4.47, 0.54, -1.53)
H (-3.46, 1.56, -2.33)
H (-3.91, 1.98, -0.71)
H (3.45, -0.19, -0.19)
H (3.98, 0.48, -1.65)
H (3.37, -0.99, -1.81)
H (-2.23, -0.47, -1.70)
H (-2.80, -0.35, -0.14)
H (-2.28, 1.42, 1.26)
H (-0.86, 2.32, 1.07)
H (1.22, 0.36, -3.80)

## Properties
Total charge   +1
Orbital gap   9.0650 eV
ΔE to the lowest compared entry with this formula, charge and spin   0.0 kcal per mole

Atom charges from the Löwdin analysis, given in e for atoms 1 to 5: atom 1 (C): 0.085, atom 2 (C): -0.391, atom 3 (C): -0.091, atom 4 (C): -0.393, atom 5 (C): -0.250


What are the calculated total energy values for these records? In order: -1150.39859, -327.31157, -1625.82140, -8794.45755, -3299.46909, -864.62967 hartree.